[1]
Computed, not measured: a structure of composition C35H65F2IN6O6PS in a non-equilibrium geometry, with ωB97M-V/def2-TZVPD.

## Properties
* E_HOMO (spin up / spin down): -10.015 / -10.753 eV
* total charge: +1
* strongest force on any atom: 0.059 hartree/bohr
* Kohn-Sham gap (spin up / spin down): 5.953 / 6.691 eV
* multiplicity: 3
* calculated total energy: -92223.5143 eV

Cartesian coordinates (Å):
C  1.072  -8.757  2.025
C  1.642  -8.662  0.600
F  1.136  -9.640  -0.243
C  1.375  -7.305  -0.112
N  2.031  -6.163  0.534
C  3.506  -6.301  0.757
C  3.896  -6.798  2.183
C  5.171  -6.079  2.701
F  6.062  -5.993  1.623
C  1.391  -5.095  0.889
N  0.015  -4.903  0.702
C  -0.856  -5.723  1.549
C  -2.158  -5.004  1.981
C  -3.009  -5.847  2.970
S  -4.317  -4.757  3.634
O  -5.512  -5.518  3.830
O  -4.549  -3.648  2.765
O  -3.848  -4.205  5.082
C  -0.425  -4.762  -0.718
C  -0.873  -3.368  -1.144
C  -2.024  -2.711  -0.710
C  -2.313  -1.420  -1.157
C  -1.468  -0.771  -2.052
C  -0.329  -1.429  -2.527
C  -0.049  -2.707  -2.064
N  2.188  -4.095  1.548
I  1.559  -2.178  1.077
P  1.809  -4.316  3.291
N  0.358  -3.508  3.689
O  3.036  -3.569  4.104
H  0.041  -9.145  2.037
H  1.106  -7.804  2.575
H  1.681  -9.474  2.601
H  2.724  -8.868  0.676
H  1.829  -7.403  -1.116
H  0.295  -7.208  -0.253
H  3.833  -7.092  0.063
H  4.047  -5.400  0.443
H  4.191  -7.860  2.096
H  3.078  -6.776  2.912
H  4.964  -5.093  3.134
H  5.649  -6.765  3.420
H  -1.174  -6.672  1.061
H  -0.283  -6.053  2.438
H  -2.764  -4.900  1.068
H  -1.876  -4.034  2.413
H  -3.567  -6.582  2.369
H  -2.441  -6.307  3.792
H  -3.357  -4.921  5.521
H  -1.240  -5.486  -0.920
H  0.413  -5.072  -1.371
H  -2.716  -3.193  -0.016
H  -3.192  -0.870  -0.812
H  -1.744  0.254  -2.361
H  0.334  -0.937  -3.243
H  0.851  -3.221  -2.429
H  0.493  -2.764  4.378
H  -0.257  -4.171  4.161
H  3.292  -2.781  3.582
C  -0.368  5.299  -4.191
C  -1.207  4.003  -4.190
C  -1.910  3.819  -5.542
C  -3.117  4.732  -5.725
C  -4.088  4.566  -4.559
C  -3.424  4.782  -3.194
N  -2.157  3.999  -3.040
O  -2.489  2.754  -2.802
C  -3.164  6.294  -3.003
C  -4.435  4.442  -2.093
C  -0.140  2.905  -4.072
H  0.356  5.294  -3.374
H  0.191  5.390  -5.124
H  -0.942  6.214  -4.094
H  -2.249  2.781  -5.640
H  -1.203  3.983  -6.357
H  -2.793  5.772  -5.820
H  -3.624  4.482  -6.660
H  -4.921  5.263  -4.680
H  -4.522  3.561  -4.607
H  -2.480  6.476  -2.172
H  -4.093  6.816  -2.774
H  -2.776  6.785  -3.894
H  -4.816  3.424  -2.172
H  -5.300  5.103  -2.157
H  -3.992  4.571  -1.102
H  0.369  2.953  -3.106
H  0.614  3.032  -4.850
H  -0.553  1.902  -4.191
C  0.361  4.811  2.678
C  0.715  5.083  1.200
C  1.896  4.205  0.765
C  3.241  4.697  1.294
C  3.456  6.160  0.914
C  2.308  7.070  1.370
N  0.964  6.536  0.981
O  0.792  6.781  -0.294
C  2.405  7.260  2.901
C  2.539  8.477  0.809
C  -0.529  4.585  0.453
H  -0.635  5.189  2.914
H  0.360  3.738  2.879
H  1.043  5.251  3.399
H  1.949  4.179  -0.329
H  1.735  3.173  1.085
H  3.293  4.562  2.379
H  4.043  4.089  0.870
H  4.398  6.511  1.343
H  3.573  6.225  -0.173
H  1.485  7.688  3.304
H  3.214  7.948  3.151
H  2.636  6.344  3.441
H  2.623  8.488  -0.277
H  3.471  8.890  1.197
H  1.732  9.152  1.101
H  -1.401  5.200  0.685
H  -0.764  3.560  0.746
H  -0.396  4.580  -0.629


[2]
Computed, not measured: a cluster of 6 separate species, C35H66BBrIN3O17PS5 in total in a non-equilibrium geometry, with ωB97M-V/def2-TZVPD.

## Properties
* E_HOMO: -10.847 eV
* total charge: +1
* strongest force on any atom: 0.037 hartree/bohr
* energy relative to the best compared isomer or geometry (same formula, charge and spin): 0.00 kcal/mol
* Kohn-Sham gap: 8.260 eV
* calculated total energy: -218919.0093 eV

Cartesian coordinates (Å):
C  3.441  -2.014  2.942
C  2.415  -2.324  2.404
C  1.106  -2.777  1.902
C  0.572  -4.018  2.632
C  1.565  -5.017  3.247
C  2.710  -5.503  2.374
Br  2.183  -4.406  5.007
C  0.241  -1.488  2.047
O  -0.248  -1.193  3.313
N  -0.798  -1.435  0.964
C  -1.420  -0.069  1.063
C  -2.264  0.392  -0.125
O  -2.960  1.566  0.237
N  -1.782  -2.495  1.026
C  -2.438  -2.671  2.338
C  -3.379  -3.886  2.221
C  -3.538  -4.622  3.569
C  0.043  -1.755  -0.260
O  -0.630  -2.517  -1.276
C  -1.459  -1.878  -2.044
N  -2.223  -1.300  -2.682
B  0.902  -0.579  -0.964
O  1.314  -0.707  -2.263
O  1.190  0.533  -0.226
C  1.146  -2.772  0.267
O  2.398  -2.140  -0.075
P  1.363  -4.447  -0.588
O  1.442  -4.003  -2.166
I  -0.744  -5.687  -0.464
H  4.366  -1.923  3.481
H  -0.007  -3.648  3.481
H  -0.132  -4.582  2.019
H  0.978  -5.900  3.493
H  3.301  -4.706  1.929
H  3.380  -6.110  2.985
H  2.302  -6.162  1.606
H  0.977  -0.712  1.836
H  0.151  -0.370  3.612
H  -0.659  0.692  1.232
H  -2.075  -0.029  1.931
H  -1.679  0.635  -1.011
H  -3.012  -0.354  -0.422
H  -3.346  1.429  1.114
H  -2.526  -2.268  0.371
H  -1.740  -2.847  3.145
H  -3.064  -1.805  2.579
H  -4.366  -3.540  1.911
H  -3.002  -4.577  1.467
H  -3.602  -5.698  3.423
H  -4.439  -4.292  4.085
H  -2.695  -4.420  4.232
H  2.266  -0.555  -2.347
H  1.899  0.996  -0.692
H  2.976  -2.759  -0.543
H  2.290  -4.344  -2.482
C  6.335  2.680  0.178
C  6.366  3.776  -0.896
C  5.578  3.255  -2.105
S  4.365  2.108  -1.451
O  4.645  0.772  -1.932
O  3.028  2.646  -1.579
C  4.884  2.218  0.258
H  6.688  3.045  1.141
H  6.975  1.847  -0.121
H  5.892  4.680  -0.509
H  7.384  4.035  -1.179
H  5.056  4.047  -2.637
H  6.212  2.702  -2.795
H  4.754  1.249  0.737
H  4.255  2.965  0.742
C  -1.476  2.649  -5.363
C  -2.033  1.284  -4.937
C  -3.511  1.244  -5.339
S  -3.670  2.331  -6.763
O  -4.500  3.452  -6.398
O  -3.952  1.555  -7.942
C  -1.963  2.871  -6.791
H  -0.389  2.681  -5.304
H  -1.872  3.431  -4.711
H  -1.489  0.490  -5.452
H  -1.918  1.115  -3.868
H  -3.840  0.248  -5.623
H  -4.156  1.636  -4.554
H  -1.920  3.908  -7.115
H  -1.431  2.234  -7.498
C  -4.002  2.218  6.239
C  -2.516  1.919  6.478
C  -1.956  1.332  5.176
S  -2.951  2.026  3.846
O  -3.678  0.945  3.201
O  -2.149  2.929  3.065
C  -4.073  2.937  4.895
H  -4.425  2.827  7.035
H  -4.567  1.285  6.193
H  -1.991  2.844  6.721
H  -2.371  1.232  7.309
H  -0.917  1.609  5.012
H  -2.066  0.248  5.142
H  -5.065  2.934  4.449
H  -3.693  3.955  4.965
C  7.931  -5.084  6.345
C  6.458  -5.509  6.255
C  5.609  -4.242  6.411
S  6.613  -2.889  5.797
O  6.908  -1.991  6.882
O  6.042  -2.392  4.562
C  8.068  -3.864  5.437
H  8.604  -5.883  6.037
H  8.179  -4.813  7.373
H  6.271  -5.963  5.280
H  6.201  -6.247  7.013
H  4.697  -4.268  5.822
H  5.377  -4.036  7.454
H  8.956  -3.266  5.629
H  8.025  -4.145  4.385
C  -6.536  5.820  -10.165
C  -6.256  5.267  -8.760
C  -5.212  6.182  -8.111
S  -5.429  7.803  -8.855
O  -4.245  8.125  -9.613
O  -5.958  8.721  -7.879
C  -6.724  7.324  -9.995
H  -7.413  5.357  -10.616
H  -5.680  5.625  -10.816
H  -7.176  5.283  -8.172
H  -5.905  4.238  -8.790
H  -5.350  6.268  -7.036
H  -4.198  5.853  -8.328
H  -6.617  7.889  -10.918
H  -7.678  7.555  -9.522


[3]
Computed, not measured: a cluster of 9 separate species, C35H67BrF8N2O10S in total in a non-equilibrium geometry, with ωB97M-V/def2-TZVPD.

## Properties
* E_HOMO: -8.388 eV
* total charge: 0
* strongest force on any atom: 0.151 hartree/bohr
* energy relative to the best compared isomer or geometry (same formula, charge and spin): 426.41 kcal/mol
* Kohn-Sham gap: 7.072 eV
* SMILES string: COCCCc1nc2cc(Br)c(S)cc2nc1CCOCC(F)(F)C(F)(F)C(F)(F)C(F)F.CCO.CCO.CCO.CCO.CCO.CCO.CCO.CCO
* calculated total energy: -163433.0886 eV

Cartesian coordinates (Å):
C  5.301  -0.123  0.315
O  5.398  -1.594  0.286
C  4.069  -2.222  0.071
C  4.269  -3.450  -0.996
C  3.524  -3.194  -2.462
C  3.811  -1.614  -2.919
N  5.232  -1.144  -2.776
C  5.440  0.283  -3.190
C  6.975  0.899  -3.061
C  7.356  2.464  -3.430
Br  9.258  3.044  -3.196
C  6.116  3.412  -3.963
S  6.549  5.217  -4.373
C  4.588  2.781  -4.121
C  4.208  1.201  -3.722
N  2.765  0.814  -3.888
C  2.645  -0.629  -3.485
C  1.120  -1.299  -3.640
C  0.225  -1.197  -2.270
O  -1.184  -0.937  -2.717
C  -2.133  -1.180  -1.619
C  -3.653  -1.106  -2.312
F  -3.460  -1.650  -3.704
F  -4.645  -1.975  -1.636
C  -4.172  0.455  -2.526
F  -4.836  0.557  -3.877
F  -3.025  1.427  -2.557
C  -5.287  0.908  -1.412
F  -4.910  0.472  -0.026
F  -6.622  0.351  -1.829
C  -5.490  2.553  -1.323
F  -5.376  3.230  -2.636
F  -6.875  2.799  -0.821
H  4.499  0.281  -0.466
H  6.312  0.429  0.025
H  5.052  0.229  1.419
H  3.771  -2.692  1.127
H  3.217  -1.464  -0.193
H  3.885  -4.448  -0.483
H  5.444  -3.581  -1.139
H  4.131  -3.850  -3.247
H  2.389  -3.476  -2.453
H  7.829  0.191  -2.689
H  6.877  5.755  -3.089
H  3.773  3.544  -4.539
H  0.567  -0.670  -4.468
H  1.143  -2.409  -4.010
H  0.591  -0.390  -1.501
H  0.292  -2.241  -1.696
H  -2.066  -0.342  -0.794
H  -2.018  -2.220  -1.091
H  -4.718  2.985  -0.526
C  9.098  2.932  1.432
C  7.632  2.976  1.053
O  7.102  1.659  1.011
H  9.664  2.333  0.712
H  9.522  3.940  1.465
H  9.230  2.462  2.412
H  7.505  3.427  0.064
H  7.057  3.562  1.776
H  7.212  1.270  1.895
C  6.817  -3.893  3.373
C  7.980  -3.871  2.403
O  7.522  -4.156  1.090
H  6.324  -4.871  3.361
H  7.154  -3.679  4.391
H  6.062  -3.153  3.089
H  8.722  -4.627  2.678
H  8.470  -2.892  2.400
H  6.871  -3.475  0.852
C  8.377  -3.210  8.670
C  7.810  -2.334  7.572
O  7.357  -3.139  6.494
H  9.207  -3.815  8.290
H  8.735  -2.604  9.507
H  7.618  -3.908  9.039
H  8.577  -1.653  7.191
H  6.971  -1.736  7.941
H  6.670  -3.733  6.841
C  -5.352  -4.719  1.706
C  -4.493  -3.792  0.872
O  -3.126  -4.156  0.995
H  -5.055  -4.675  2.759
H  -6.409  -4.449  1.626
H  -5.228  -5.758  1.383
H  -4.603  -2.758  1.212
H  -4.775  -3.840  -0.184
H  -3.037  -5.073  0.682
C  -9.852  5.041  1.488
C  -8.993  5.968  0.654
O  -7.626  5.604  0.777
H  -9.555  5.085  2.541
H  -10.909  5.311  1.408
H  -9.728  4.002  1.165
H  -9.103  7.002  0.994
H  -9.275  5.920  -0.403
H  -7.537  4.687  0.464
C  -9.725  -0.082  -2.748
C  -11.134  0.398  -3.024
O  -11.631  1.116  -1.904
H  -9.704  -0.726  -1.862
H  -9.329  -0.642  -3.600
H  -9.061  0.764  -2.542
H  -11.799  -0.452  -3.207
H  -11.161  1.052  -3.901
H  -11.038  1.873  -1.756
C  -0.738  -6.237  -2.351
C  0.218  -5.862  -3.464
O  1.411  -5.321  -2.917
H  -0.980  -5.361  -1.740
H  -1.666  -6.652  -2.756
H  -0.284  -6.976  -1.683
H  -0.232  -5.107  -4.116
H  0.474  -6.735  -4.072
H  1.807  -6.001  -2.346
C  -8.388  8.861  4.219
C  -7.446  9.740  3.422
O  -6.546  8.935  2.676
H  -7.827  8.212  4.899
H  -9.086  9.466  4.804
H  -8.961  8.205  3.554
H  -6.860  10.377  4.091
H  -8.000  10.382  2.731
H  -7.076  8.378  2.079